The following is a DFT calculation (the ωB97M-V functional and the def2-TZVPD basis) of 6 unconnected molecules or ions with the total composition C46H106Br2ClN6O15PS.

Last column: Mulliken charge in e.
Cartesian coordinates (Å):
1 C 4.0523 4.3489 3.6519  -0.987
2 C 2.5021 4.0750 3.0909  0.159
3 C 1.6536 5.4502 2.8186  -0.506
4 C 0.6656 5.4170 1.5125  -0.589
5 C 1.3851 5.0054 0.0982  1.816
6 C 0.4118 4.0658 -0.8871  -0.779
7 C -0.2360 2.7702 -0.1259  0.554
8 C 0.8434 1.7002 0.4856  -0.337
9 S 2.3845 1.4410 -0.5463  -0.090
10 O 1.6045 6.2486 -0.6545  -0.535
11 C 3.0193 6.5073 -0.9428  0.480
12 Cl 4.1033 6.5576 0.6058  -0.131
13 C 3.6598 5.4992 -2.1143  -0.672
14 C 2.9581 5.9077 -3.5202  -0.271
15 C 2.7165 4.5980 -4.5348  -0.245
16 O 1.7732 3.6525 -4.2931  -0.466
17 N 5.1378 5.4774 -2.0163  0.961
18 C 5.5595 4.1659 -1.3971  -0.436
19 C 5.9238 5.8854 -3.2100  -0.239
20 Br 6.2447 4.4555 -4.5898  -0.128
21 C 7.4488 6.3055 -2.6592  -0.183
22 C 8.5567 5.1125 -2.8133  -0.953
23 Br 7.3908 7.1387 -0.8081  -0.124
24 P 3.0690 8.3432 -1.5990  0.671
25 O 1.7799 8.7277 -2.4431  -0.681
26 O 2.9721 9.3318 -0.1255  -0.510
27 O 4.5833 8.7651 -2.3463  -0.508
28 H 4.0670 4.8744 4.7004  0.320
29 H 4.5712 3.2748 3.6798  0.300
30 H 4.6923 4.9980 2.9065  0.126
31 H 1.9380 3.4347 3.9216  0.332
32 H 2.6236 3.3685 2.1669  -0.280
33 H 2.3772 6.3992 2.8532  0.159
34 H 0.9423 5.5909 3.7673  0.385
35 H 0.2696 6.5341 1.3685  0.222
36 H -0.2736 4.7826 1.8011  0.216
37 H 2.3705 4.3453 0.2358  -0.725
38 H -0.4483 4.7190 -1.3958  0.260
39 H 1.1095 3.7264 -1.7705  0.097
40 H -0.8596 2.1756 -0.9524  -0.868
41 H -1.0495 3.0738 0.6932  0.350
42 H 0.2831 0.6463 0.5167  0.278
43 H 1.0316 1.9899 1.6052  0.222
44 H 3.3501 2.4389 -0.3111  -0.124
45 H 3.2700 4.3998 -1.8555  -0.234
46 H 1.8440 6.2481 -3.2502  0.341
47 H 3.4188 6.8171 -4.0935  0.380
48 H 3.3710 4.5484 -5.5043  0.247
49 H 6.6625 4.2487 -0.9473  0.268
50 H 4.8705 4.0015 -0.4354  -0.166
51 H 5.3995 3.2191 -2.0647  0.287
52 H 5.5643 6.8321 -3.7942  0.283
53 H 7.8256 7.1927 -3.3646  0.384
54 H 9.4712 5.4146 -2.1072  0.293
55 H 9.0343 5.0716 -3.9068  0.325
56 H 8.2178 4.0528 -2.4558  0.266
57 H 2.0009 9.5705 0.0560  0.324
58 H 4.3158 9.1469 -3.2546  0.360
59 C 4.5199 -5.7143 -0.9469  -0.727
60 O 4.7217 -4.4473 -1.5606  -0.334
61 C 4.3626 -4.4344 -2.9474  -0.809
62 C 3.1293 -3.5439 -3.1712  -0.077
63 N 1.9235 -4.1586 -2.6073  -0.298
64 C 0.7677 -3.2542 -2.5692  -1.071
65 C 0.8722 -2.0147 -1.6586  1.032
66 O 0.9173 -2.3262 -0.2652  -0.399
67 C 2.2195 -2.6017 0.2348  -0.628
68 H 4.9368 -5.6734 0.0632  0.234
69 H 3.4533 -5.9396 -0.8674  0.308
70 H 5.0311 -6.5050 -1.5026  0.344
71 H 4.2038 -5.4454 -3.3453  0.406
72 H 5.2090 -3.9969 -3.4863  0.400
73 H 2.9866 -3.3906 -4.2464  0.365
74 H 3.3317 -2.5737 -2.7067  0.132
75 H 2.1198 -4.4650 -1.6571  0.127
76 H -0.0846 -3.8537 -2.2255  0.389
77 H 0.5327 -2.9336 -3.5904  0.337
78 H -0.0453 -1.4321 -1.8017  -0.534
79 H 1.6951 -1.3493 -1.9411  0.176
80 H 2.9976 -2.0418 -0.2890  0.277
81 H 2.4186 -3.6750 0.1820  0.231
82 H 2.2428 -2.3219 1.2896  0.311
83 C -5.6304 0.6360 -5.0145  -0.710
84 O -5.8437 0.8145 -3.6197  -0.330
85 C -6.4471 -0.3254 -2.9960  -0.796
86 C -5.4546 -0.9929 -2.0298  -0.187
87 N -4.3687 -1.6541 -2.7601  -0.267
88 C -3.2653 -2.0941 -1.8975  -0.511
89 C -2.4567 -0.9993 -1.1736  -0.640
90 O -1.6937 -0.1711 -2.0525  -0.475
91 C -2.4078 0.9370 -2.5853  -0.894
92 H -5.2926 1.5886 -5.4317  0.240
93 H -4.8525 -0.1106 -5.1939  0.288
94 H -6.5557 0.3440 -5.5183  0.347
95 H -6.8359 -1.0437 -3.7298  0.406
96 H -7.2977 0.0478 -2.4169  0.397
97 H -5.9860 -1.7351 -1.4243  0.336
98 H -5.0664 -0.2160 -1.3637  0.177
99 H -3.9940 -1.0103 -3.4533  0.093
100 H -2.5739 -2.6547 -2.5391  0.349
101 H -3.6524 -2.8052 -1.1591  -0.023
102 H -1.7239 -1.5086 -0.5368  0.383
103 H -3.0713 -0.3958 -0.4969  0.615
104 H -3.1677 1.3165 -1.8985  0.411
105 H -2.8590 0.6630 -3.5423  0.217
106 H -1.6917 1.7362 -2.7848  0.415
107 C 5.0127 12.3547 0.5081  -0.623
108 O 5.0676 13.6422 1.1097  -0.363
109 C 4.2126 14.5960 0.4681  -0.759
110 C 3.0616 14.9967 1.4055  -0.245
111 N 2.1141 13.8918 1.5821  -0.249
112 C 1.1348 14.1248 2.6507  -0.674
113 C 1.6746 14.2310 4.0907  -0.482
114 O 2.2187 13.0094 4.5931  -0.414
115 C 3.5868 12.7971 4.2695  -0.417
116 H 5.7828 11.7304 0.9697  0.260
117 H 4.0413 11.8863 0.6858  0.203
118 H 5.2108 12.4148 -0.5654  0.382
119 H 3.8349 14.2329 -0.4969  0.373
120 H 4.8241 15.4821 0.2707  0.397
121 H 2.5353 15.8584 0.9810  0.380
122 H 3.5014 15.2959 2.3620  0.188
123 H 2.6303 13.0431 1.8025  -0.014
124 H 0.4311 13.2836 2.6160  0.357
125 H 0.5571 15.0254 2.4140  0.389
126 H 0.8207 14.4626 4.7382  0.345
127 H 2.3795 15.0594 4.2193  0.348
128 H 4.1508 13.7298 4.1964  0.268
129 H 3.6649 12.2285 3.3394  0.080
130 H 4.0297 12.1860 5.0579  0.291
131 C -5.3845 -8.7478 2.7751  0.039
132 O -4.1261 -8.3934 2.2150  -0.374
133 C -3.7588 -9.2155 1.1006  -0.507
134 C -3.7606 -8.3890 -0.1959  -0.203
135 N -5.1256 -8.0285 -0.5915  -0.286
136 C -5.1798 -7.0391 -1.6747  -1.127
137 C -4.6212 -5.6340 -1.3747  -0.085
138 O -5.3839 -4.9049 -0.4115  -0.393
139 C -5.0231 -5.1591 0.9401  -0.648
140 H -5.5261 -8.1652 3.6895  0.314
141 H -6.1967 -8.5042 2.0854  0.255
142 H -5.4143 -9.8103 3.0313  -0.294
143 H -4.3983 -10.1034 1.0102  0.018
144 H -2.7379 -9.5620 1.2900  0.427
145 H -3.2961 -8.9748 -0.9965  0.436
146 H -3.1516 -7.4965 -0.0214  0.160
147 H -5.6152 -7.6459 0.2142  0.080
148 H -6.2380 -6.9305 -1.9437  0.393
149 H -4.6737 -7.4483 -2.5564  0.443
150 H -4.6883 -5.0559 -2.3037  0.381
151 H -3.5589 -5.6479 -1.1082  0.255
152 H -3.9623 -5.3930 1.0547  0.295
153 H -5.6391 -5.9667 1.3436  0.199
154 H -5.2448 -4.2635 1.5232  0.345
155 C -5.7081 -15.9548 5.9556  -0.724
156 O -4.4498 -15.6004 5.3955  -0.338
157 C -4.0824 -16.4225 4.2812  -0.796
158 C -4.0842 -15.5960 2.9847  -0.182
159 N -5.4493 -15.2355 2.5890  -0.318
160 C -5.5034 -14.2461 1.5058  -1.048
161 C -4.9449 -12.8410 1.8059  -0.260
162 O -5.7076 -12.1119 2.7690  -0.453
163 C -5.3467 -12.3661 4.1206  -0.655
164 H -5.8497 -15.3722 6.8700  0.238
165 H -6.5203 -15.7112 5.2659  0.311
166 H -5.7379 -17.0173 6.2118  0.340
167 H -4.7219 -17.3104 4.1908  0.401
168 H -3.0615 -16.7690 4.4705  0.389
169 H -3.6197 -16.1818 2.1840  0.382
170 H -3.4752 -14.7035 3.1591  0.168
171 H -5.9388 -14.8529 3.3947  0.094
172 H -6.5616 -14.1375 1.2368  0.403
173 H -4.9973 -14.6553 0.6241  0.421
174 H -5.0119 -12.2629 0.8768  0.330
175 H -3.8825 -12.8549 2.0723  0.387
176 H -4.2859 -12.6000 4.2352  0.275
177 H -5.9627 -13.1737 4.5242  0.194
178 H -5.5684 -11.4705 4.7037  0.361

Summary:
Frontier orbital gap ... 8.46 eV
SMILES ... CCCC[C@@H](CCCS)O[C@@](Cl)([C@@H](CC=O)N(C)[C@H](Br)[C@H](C)Br)P(=O)(O)O.COCCNCCOC.COCCNCCOC.COCCNCCOC.COCCNCCOC.COCCNCCOC
Net charge ... 0
Max |F| ... 8.734 eV/A
E ... -9620.65546 hartree

The following is a DFT calculation (the ωB97M-V functional and the def2-TZVPD basis) of a gas-phase ion, C6H10N5O (charge +1).

Last column: natural (NBO) charge in e.
Cartesian coordinates (Å):
1 H 1.1191 2.1089 0.3847  0.332
2 N 1.9574 1.7522 0.3241  -0.593
3 C 2.2100 0.6977 -0.2837  0.165
4 C 1.1611 -0.4702 -0.7727  0.020
5 N -0.0241 -0.5071 0.0694  -0.380
6 C -0.9011 0.5241 -0.2408  0.464
7 C -1.8645 0.9433 0.8674  0.057
8 N -2.3750 0.0935 1.6090  -0.244
9 C -1.7291 -1.2054 1.5195  -0.312
10 C -0.1608 -1.3161 1.3481  -0.223
11 N -0.6731 0.8478 -1.4985  -0.494
12 N 0.7573 0.1571 -2.0611  0.130
13 O 1.6597 1.0110 -2.2635  -0.431
14 H 3.2562 0.5177 -0.6899  0.216
15 H 1.5959 -1.4017 -0.7994  0.241
16 H -2.0126 1.9739 1.0170  0.226
17 H -2.2060 -1.8639 0.7323  0.235
18 H -1.9825 -1.8286 2.3615  0.248
19 H 0.4761 -0.8598 2.1571  0.240
20 H 0.3391 -2.3627 1.0719  0.254
21 H -1.0345 1.5868 -2.0634  0.441
22 H 0.4314 -0.3984 -2.7891  0.408

Summary:
Frontier orbital gap ... 8.30 eV
SMILES ... [H]/N=C\[C@H]1[N+]2=C(C=NCC2)N[N@H+]1[O-]
Net charge ... +1
Max |F| ... 6.253 eV/A
E ... -583.13976 hartree
Relative energy (zero: lowest compared OMol25 entry of this formula, charge and spin) ... 151.1 kcal/mol

The following is a DFT calculation (the ωB97M-V functional and the def2-TZVPD basis) of 2 unconnected molecules or ions with the total composition C9H14O.

Last column: natural (NBO) charge in e.
Cartesian coordinates (Å):
1 C 0.9959 2.7394 -1.4749  -0.622
2 C 0.4999 1.3277 -1.6506  -0.053
3 C 1.0083 0.2935 -0.8804  -0.187
4 C 0.5284 -1.0045 -1.0282  -0.262
5 C -0.4421 -1.2666 -1.9785  0.300
6 O -0.8732 -2.5595 -2.0864  -0.671
7 C -0.9545 -0.2441 -2.7642  -0.289
8 C -0.4842 1.0475 -2.5950  -0.188
9 H 0.4554 3.4558 -2.0961  0.212
10 H 2.0576 2.8110 -1.7081  0.216
11 H 0.9157 3.0707 -0.4390  0.216
12 H 1.7479 0.4458 -0.1079  0.210
13 H 0.8607 -1.7891 -0.3660  0.223
14 H -1.4936 -2.6544 -2.8131  0.477
15 H -1.7235 -0.4992 -3.4837  0.206
16 H -0.8355 1.9016 -3.1648  0.211
17 C 0.1725 -0.2836 3.5821  -0.606
18 C -0.7319 -1.5198 3.5492  -0.606
19 H -0.4217 0.5970 3.8506  0.200
20 H 0.9263 -0.3735 4.3587  0.200
21 H 0.6669 -0.0394 2.6415  0.202
22 H -0.1485 -2.4254 3.6820  0.201
23 H -1.2717 -1.5782 2.6091  0.207
24 H -1.4552 -1.4526 4.3637  0.202

Summary:
Frontier orbital gap ... 9.26 eV
SMILES ... Cc1ccc(O)cc1.CC
Net charge ... 0
Max |F| ... 0.857 eV/A
E ... -426.56675 hartree
Relative energy (zero: lowest compared OMol25 entry of this formula, charge and spin) ... 3.8 kcal/mol

The following is a DFT calculation (the ωB97M-V functional and the def2-TZVPD basis) of 2 unconnected molecules or ions with the total composition C4H12.

Last column: natural (NBO) charge in e.
Cartesian coordinates (Å):
1 C -0.8198 0.2457 1.7510  -0.609
2 C -0.0326 -1.0004 2.1617  -0.607
3 H -0.2887 0.9757 1.1349  0.201
4 H -1.7081 -0.0309 1.1811  0.201
5 H -1.1509 0.8035 2.6286  0.204
6 H -0.7580 -1.6830 2.5999  0.205
7 H 0.6668 -0.7641 2.9589  0.202
8 H 0.5222 -1.4192 1.3371  0.205
9 C 0.2851 1.0981 -2.1915  -0.603
10 C 0.6058 -0.3378 -1.7112  -0.602
11 H -0.6662 1.3858 -1.7425  0.198
12 H 1.0466 1.8155 -1.9256  0.203
13 H 0.1193 1.0555 -3.2661  0.201
14 H 0.5667 -0.3843 -0.6353  0.201
15 H 1.5892 -0.6055 -2.1038  0.199
16 H -0.0733 -1.0491 -2.1790  0.202

Summary:
Frontier orbital gap ... 13.06 eV
SMILES ... CC.CC
Net charge ... 0
Max |F| ... 1.453 eV/A
E ... -159.57971 hartree
Relative energy (zero: lowest compared OMol25 entry of this formula, charge and spin) ... 3.3 kcal/mol

Highest occupied orbital energy across the listed records, respectively: -8.5 -13.3 -8.4 -11.9 eV.